1.
Here is a 11-piece molecular cluster, C44H121N11O11 overall at a distorted geometry from OMol25. Energies are from wB97M-V/def2-TZVPD.

The geometry in XYZ format:
```
187
Properties=species:S:1:pos:R:3:forces:R:3
C -5.243 -2.550 1.637 -0.7 -0.1 0.9
C -6.166 -3.400 0.730 -0.5 0.8 -0.5
C -7.674 -3.017 0.981 -0.4 -1.4 0.8
O -8.613 -3.967 0.422 1.0 0.6 -0.5
C -10.006 -3.678 0.639 1.1 -1.7 0.2
N -5.786 -3.073 -0.613 0.1 0.5 -0.9
H -5.556 -1.521 1.459 -0.4 0.3 0.1
H -4.160 -2.481 1.540 0.1 -0.9 -0.9
H -5.361 -2.822 2.686 -0.4 0.2 0.2
H -6.029 -4.480 0.790 -0.3 -0.1 1.2
H -8.052 -2.040 0.679 0.9 0.4 -0.3
H -7.741 -3.054 2.068 -0.4 0.0 0.4
H -10.329 -2.688 0.319 0.1 0.1 0.3
H -10.193 -4.012 1.660 -0.4 1.0 0.5
H -10.534 -4.457 0.090 0.0 0.3 -0.5
H -6.420 -3.550 -1.238 0.0 -0.1 -0.4
H -4.866 -3.471 -0.728 0.2 0.1 -0.6
C 9.929 0.973 -4.050 -0.4 -1.6 0.3
C 8.544 0.242 -4.161 0.0 0.7 -0.6
C 7.531 0.926 -5.183 0.3 -1.7 -0.2
O 6.305 0.179 -5.296 -0.7 -0.6 2.2
C 5.486 0.264 -4.073 0.5 1.5 -1.1
N 8.755 -1.181 -4.468 0.3 0.2 0.0
H 10.561 0.388 -3.382 -0.2 -0.4 0.3
H 9.926 1.943 -3.552 -0.3 0.3 -0.8
H 10.494 0.851 -4.974 -0.2 0.9 -0.3
H 8.120 0.257 -3.157 -0.2 0.2 0.0
H 7.874 0.755 -6.203 0.7 0.4 0.0
H 7.334 1.992 -5.061 0.0 0.1 0.5
H 5.091 1.278 -4.127 -0.4 0.1 0.3
H 6.034 0.223 -3.132 0.3 -0.4 -0.2
H 4.631 -0.410 -4.027 0.4 -0.3 -0.6
H 7.910 -1.680 -4.704 -0.4 0.3 0.2
H 9.334 -1.317 -5.284 0.3 0.3 -0.1
C -2.114 -2.582 -4.317 -0.4 -1.4 0.7
C -3.608 -2.507 -4.113 -0.9 -1.0 -1.1
C -4.338 -3.861 -3.854 1.8 0.0 -1.1
O -5.672 -3.814 -4.298 -0.5 -0.4 0.2
C -6.174 -5.095 -4.729 0.2 0.6 -0.7
N -3.886 -1.693 -2.991 -0.5 0.8 0.5
H -1.889 -3.095 -5.252 0.3 0.0 0.2
H -1.899 -3.199 -3.444 1.2 -0.3 -0.1
H -1.537 -1.663 -4.217 -0.4 0.2 -0.2
H -4.083 -2.312 -5.075 -0.3 1.2 -0.2
H -4.219 -4.174 -2.817 -0.2 -0.1 0.2
H -3.744 -4.512 -4.496 -0.2 -0.8 0.0
H -5.727 -5.375 -5.683 0.7 -0.2 0.1
H -7.212 -5.016 -5.053 -0.2 0.3 0.8
H -6.017 -5.884 -3.993 -0.1 0.1 0.1
H -3.623 -0.735 -3.173 -0.2 0.3 0.1
H -4.883 -1.774 -2.849 -0.2 0.6 0.5
C 2.230 -0.965 -1.441 0.0 -1.0 -1.7
C 1.267 -0.505 -0.375 0.9 0.8 0.6
C -0.194 -0.338 -0.862 0.1 -0.2 0.8
O -1.101 0.032 0.226 -0.4 0.9 -0.5
C -2.529 -0.013 -0.122 1.9 -1.1 -0.3
N 1.386 -1.379 0.785 -0.8 -0.4 0.8
H 3.296 -0.956 -1.215 -0.1 -0.2 1.0
H 2.285 -0.414 -2.380 -0.8 0.6 0.0
H 1.968 -1.967 -1.780 0.1 -0.3 0.2
H 1.731 0.432 -0.067 -0.8 0.9 -0.1
H -0.578 -1.274 -1.267 0.2 -0.2 -0.3
H -0.118 0.408 -1.653 -0.5 0.3 0.0
H -3.169 0.177 0.740 0.5 0.0 0.2
H -2.674 -1.052 -0.415 -0.7 0.1 -0.4
H -2.850 0.681 -0.899 0.4 0.1 -0.1
H 0.759 -0.992 1.477 -0.9 -0.2 0.0
H 2.229 -1.194 1.310 0.9 -0.2 -0.6
C 2.227 2.856 -3.339 0.4 1.4 -1.1
C 1.927 3.803 -2.195 -0.6 -0.9 -0.4
C 2.845 5.016 -2.130 0.8 -0.5 1.1
O 4.211 4.623 -1.829 -1.4 -1.1 -1.1
C 5.054 5.646 -1.448 0.5 0.8 1.3
N 0.535 4.217 -2.240 -0.5 -0.1 -0.1
H 1.611 1.962 -3.430 0.5 -0.2 0.7
H 3.314 2.790 -3.377 0.0 -1.0 0.0
H 1.982 3.376 -4.266 0.0 0.3 -0.3
H 2.014 3.169 -1.312 0.3 0.4 0.5
H 2.426 5.611 -1.319 0.3 0.3 0.3
H 2.788 5.635 -3.025 0.1 -0.1 -0.4
H 5.223 5.593 -0.373 -0.7 0.4 0.6
H 4.626 6.606 -1.738 0.4 0.2 0.1
H 6.107 5.548 -1.710 -0.2 -0.3 -1.3
H 0.374 4.979 -2.883 0.1 0.0 -0.4
H 0.209 4.558 -1.347 0.2 0.1 0.1
C -2.655 -6.458 3.091 -0.6 1.2 1.4
C -2.280 -6.394 1.646 0.8 1.4 0.9
C -1.224 -5.262 1.226 -0.8 -1.6 0.2
O -0.912 -5.452 -0.153 0.2 1.5 -0.4
C -0.027 -4.369 -0.608 -0.4 -0.7 1.6
N -1.901 -7.727 1.363 1.0 -0.6 -2.0
H -1.864 -6.583 3.831 0.6 0.1 -0.3
H -3.298 -7.319 3.279 -0.3 0.1 -0.3
H -3.184 -5.546 3.367 -0.2 0.0 0.3
H -3.193 -6.096 1.131 -0.1 -0.3 -0.5
H -0.269 -5.276 1.751 0.0 -0.3 0.6
H -1.711 -4.321 1.480 0.0 0.5 -0.5
H 0.355 -4.532 -1.616 -0.4 -0.1 0.1
H 0.781 -4.279 0.118 0.6 -0.5 -0.2
H -0.478 -3.395 -0.416 -0.6 0.1 -0.7
H -1.394 -7.602 0.498 0.0 -0.9 -0.8
H -1.151 -7.998 1.982 0.0 -0.1 0.5
C -0.250 1.119 3.012 -0.5 0.6 -0.1
C 0.559 1.251 4.282 0.2 0.7 0.0
C 0.095 2.432 5.138 0.4 0.1 -0.3
O -0.041 3.640 4.335 0.7 -2.0 1.3
C 0.225 4.796 5.095 -0.9 0.6 -0.7
N 0.531 -0.018 4.976 -0.6 -0.5 -0.2
H -0.388 0.091 2.676 0.3 0.1 -0.1
H 0.190 1.771 2.258 -0.1 -0.4 -0.3
H -1.260 1.505 3.152 -0.3 0.1 0.1
H 1.588 1.435 3.972 0.2 0.5 -0.1
H 0.849 2.556 5.916 0.2 0.4 0.1
H -0.831 2.226 5.675 -0.4 -0.2 -0.2
H -0.598 5.021 5.774 -0.4 0.1 0.0
H 0.243 5.517 4.278 0.3 0.8 0.6
H 1.102 4.819 5.741 0.5 -0.4 -0.5
H 1.288 -0.175 5.627 0.1 0.4 0.2
H 0.727 -0.626 4.194 -0.1 -0.9 0.4
C -4.093 5.555 -0.465 0.3 1.1 -0.3
C -2.625 5.188 -0.721 0.1 1.0 0.9
C -1.641 5.710 0.374 -0.1 1.3 -1.8
O -0.309 5.167 0.256 -2.2 0.9 -0.8
C -0.162 4.165 1.191 0.6 -0.6 0.5
N -2.657 3.783 -0.824 0.2 -2.3 0.2
H -4.219 6.626 -0.621 -0.4 0.1 0.1
H -4.464 5.279 0.522 0.5 0.1 0.3
H -4.772 5.017 -1.127 0.3 0.1 -0.4
H -2.263 5.514 -1.696 -0.1 1.1 0.0
H -2.137 5.677 1.344 0.6 -0.6 0.4
H -1.444 6.766 0.189 -0.5 0.2 -0.1
H -1.120 3.663 1.324 0.0 0.0 0.8
H 0.254 4.726 2.028 -0.1 -1.2 0.8
H 0.495 3.390 0.796 0.5 0.1 0.1
H -1.718 3.412 -0.864 0.3 -0.2 -0.2
H -3.018 3.692 -1.763 -0.2 -1.0 -0.1
C 4.004 -3.605 -3.311 -1.1 -1.0 -1.4
C 4.074 -4.448 -2.046 0.1 -0.4 -0.9
C 4.125 -5.991 -2.356 -0.3 0.8 0.2
O 2.886 -6.372 -2.800 -3.5 -1.6 -0.5
C 2.589 -7.808 -2.824 -0.6 1.7 0.5
N 5.290 -4.038 -1.414 1.5 1.2 0.7
H 4.322 -2.564 -3.262 -0.2 0.0 0.6
H 2.986 -3.664 -3.696 -0.1 0.3 -0.2
H 4.608 -4.045 -4.104 0.3 -0.1 0.0
H 3.171 -4.249 -1.470 -0.1 -0.2 0.3
H 4.291 -6.495 -1.405 0.9 -0.2 0.0
H 4.701 -6.299 -3.229 1.7 0.5 0.7
H 3.111 -8.342 -3.618 0.3 0.0 0.2
H 1.512 -7.900 -2.967 0.0 0.3 -0.6
H 2.658 -8.234 -1.823 0.9 -0.2 0.1
H 5.517 -3.163 -1.866 0.7 -0.1 -0.3
H 5.256 -3.664 -0.477 -0.6 -0.9 0.7
C 4.005 3.806 5.386 0.7 0.6 -1.1
C 5.261 3.790 4.422 -0.9 -0.7 -0.3
C 4.832 3.756 2.901 -0.8 0.6 0.0
O 4.434 2.478 2.420 -0.7 -0.2 1.0
C 3.744 2.403 1.176 0.8 1.1 -0.1
N 6.174 4.890 4.744 -0.1 -0.6 -0.3
H 3.175 3.286 4.906 0.0 -0.3 0.1
H 3.686 4.841 5.506 0.0 0.2 -0.1
H 4.171 3.443 6.401 0.3 -0.3 -0.2
H 5.786 2.847 4.571 0.2 0.0 0.2
H 5.553 4.179 2.201 0.8 -0.1 0.3
H 4.000 4.453 2.798 -0.5 0.2 0.0
H 2.909 1.704 1.205 0.6 -0.6 0.1
H 4.527 2.281 0.428 -0.4 -0.9 -0.4
H 3.255 3.302 0.799 0.0 0.8 0.7
H 5.818 5.780 4.425 -0.3 0.2 0.0
H 7.011 4.738 4.199 0.4 0.1 0.1
C -6.146 1.686 4.229 -0.5 0.5 -0.5
C -4.847 1.975 3.404 -1.8 -1.8 2.4
C -3.847 2.839 4.266 0.8 -0.7 1.3
O -4.291 4.066 4.730 -0.9 -0.4 -0.8
C -3.963 5.127 3.879 0.2 0.6 -0.6
N -4.357 0.686 2.941 -0.3 3.1 -0.7
H -6.749 2.583 4.372 0.6 0.4 0.3
H -5.973 1.218 5.198 0.3 0.1 -0.1
H -6.886 1.094 3.689 0.4 -0.5 -0.3
H -5.176 2.571 2.552 0.4 0.2 -0.8
H -2.868 2.841 3.788 0.1 0.5 -0.3
H -3.712 2.365 5.238 0.0 -1.1 -0.3
H -2.887 5.046 3.725 0.2 0.7 -0.1
H -4.324 6.068 4.293 0.5 -0.1 0.4
H -4.447 5.093 2.903 -0.2 -0.5 -0.3
H -3.563 0.729 2.318 0.9 -0.3 0.2
H -5.056 0.036 2.610 -0.3 -0.7 0.5
```
Forces are in eV/Å.

Values from the calculation:
Kohn-Sham gap (alpha / beta) ... 7.87 / 2.21 eV
Charge ... +1
Multiplicity ... 2

2.
Here is a 8-piece molecular cluster, C44H124N18O10P6 overall at a distorted geometry from OMol25. Energies are from wB97M-V/def2-TZVPD.

The geometry in XYZ format:
```
202
Properties=species:S:1:pos:R:3:forces:R:3
C -2.550 1.040 2.305 -1.4 -2.3 -1.0
N -3.704 1.572 1.537 1.0 0.3 0.1
C -3.331 2.778 0.797 1.1 -0.4 0.3
P -5.046 0.690 1.113 1.1 -0.8 0.5
O -5.157 0.390 -0.338 0.0 -0.1 0.3
N -4.945 -0.673 2.059 0.3 -1.5 -0.4
C -5.208 -0.756 3.470 -0.2 -0.5 0.7
C -4.296 -1.899 1.557 -0.1 0.7 -1.6
N -6.347 1.503 1.729 0.4 0.0 -0.5
C -7.483 1.485 0.797 -0.6 1.8 2.5
C -6.207 2.821 2.321 0.2 0.0 0.4
H -1.682 0.679 1.687 -0.6 1.1 0.2
H -2.943 0.072 2.694 0.6 1.0 0.5
H -2.269 1.735 3.075 0.3 0.2 0.4
H -3.095 3.590 1.497 -0.3 0.1 -0.1
H -4.100 3.104 0.089 0.4 -0.1 0.0
H -2.332 2.538 0.344 -0.9 0.5 -0.4
H -6.056 -1.429 3.759 0.6 0.3 -0.5
H -4.308 -1.026 4.029 0.0 -0.5 -0.2
H -5.418 0.199 3.864 -0.7 1.3 0.3
H -3.397 -2.216 2.098 -0.2 0.3 0.4
H -5.008 -2.755 1.539 0.4 0.5 -0.1
H -3.941 -1.655 0.522 -0.5 -0.6 0.7
H -7.450 0.653 0.167 0.1 -0.9 -1.2
H -8.363 1.433 1.441 -0.4 -0.1 -0.2
H -7.521 2.487 0.342 -0.1 -0.6 -0.7
H -6.195 3.515 1.489 -0.2 0.8 0.0
H -5.280 3.006 2.888 -0.4 -0.6 -0.2
H -7.069 2.988 2.980 0.1 0.2 -0.2
C 5.320 5.412 2.840 -2.3 1.5 -1.4
N 6.293 4.707 2.036 -0.4 -0.2 0.6
C 7.474 5.474 1.822 1.7 -0.2 -0.7
P 6.153 3.077 2.059 0.2 -2.1 -0.2
O 4.986 2.568 1.320 -0.7 0.0 -0.1
N 7.601 2.473 1.427 -0.7 0.7 1.1
C 7.830 2.792 0.030 0.2 0.3 0.0
C 7.931 1.139 1.953 -1.2 0.7 -1.0
N 6.079 2.466 3.621 1.0 1.4 0.0
C 5.210 1.424 4.073 0.1 -0.2 -0.6
C 6.946 2.940 4.704 -0.4 -1.0 0.6
H 4.981 6.362 2.288 0.7 -1.1 0.7
H 5.680 5.704 3.806 0.5 0.1 0.6
H 4.353 4.888 2.994 0.8 -0.2 -0.3
H 7.761 5.931 2.751 0.2 0.8 0.4
H 7.392 6.204 1.000 -0.4 0.1 0.5
H 8.360 4.876 1.544 -0.6 -0.1 0.2
H 8.888 2.658 -0.184 0.1 -0.2 -0.2
H 7.217 2.208 -0.670 0.1 0.2 0.1
H 7.659 3.877 -0.086 -0.2 -0.6 -0.3
H 8.358 1.259 2.916 -0.2 -0.2 1.3
H 7.068 0.424 1.880 0.9 0.4 0.3
H 8.755 0.811 1.394 1.0 -0.9 -1.2
H 4.540 1.079 3.312 -0.5 0.2 -0.5
H 5.755 0.542 4.387 0.5 -0.2 0.3
H 4.677 1.823 4.900 -0.9 0.0 1.0
H 7.729 3.588 4.286 -0.2 -0.1 0.6
H 7.363 2.037 5.223 0.4 0.6 -0.7
H 6.372 3.359 5.581 0.3 0.4 -1.1
C -3.645 0.979 -3.002 -0.7 -0.6 -1.2
N -2.603 1.545 -3.869 -0.5 0.1 -0.7
C -2.569 2.985 -3.952 2.6 0.3 1.1
P -1.612 0.575 -4.804 -0.6 1.7 0.1
O -1.061 -0.538 -4.029 0.1 -1.1 0.3
N -2.546 0.215 -6.138 -1.2 1.7 0.9
C -3.992 -0.023 -5.989 0.5 -0.8 1.3
C -1.953 -0.602 -7.106 -0.4 -2.3 -0.8
N -0.361 1.539 -5.407 0.1 -1.3 0.7
C -0.461 2.195 -6.665 -0.8 -0.6 -2.2
C 0.993 1.026 -5.138 -0.1 0.8 1.2
H -4.721 1.302 -3.249 1.6 0.2 0.3
H -3.401 1.214 -1.967 -0.4 -0.4 0.1
H -3.700 -0.106 -3.249 0.3 0.6 1.0
H -3.434 3.489 -4.271 -1.7 0.2 -0.4
H -1.784 3.283 -4.684 -0.4 -0.1 0.9
H -2.301 3.386 -2.916 -0.2 -0.1 -1.2
H -4.450 0.048 -6.963 -0.3 0.1 -0.3
H -4.108 -1.088 -5.606 -0.3 1.0 -0.4
H -4.473 0.683 -5.267 0.5 -0.6 -0.8
H -2.317 -0.453 -8.139 -0.1 0.0 0.5
H -0.904 -0.485 -7.120 1.3 0.3 0.0
H -2.119 -1.658 -6.781 0.1 0.2 -0.7
H 0.021 1.602 -7.539 -0.5 0.7 1.3
H -1.532 2.270 -6.938 0.6 0.2 0.1
H -0.036 3.189 -6.685 0.3 0.3 0.2
H 1.325 0.458 -5.996 0.3 -0.5 -0.1
H 0.991 0.432 -4.194 0.1 0.3 -1.0
H 1.681 1.881 -4.993 -0.3 -0.3 -0.1
C -0.778 -6.510 -2.366 -0.3 0.3 0.4
N -2.197 -6.253 -2.172 1.1 0.5 -0.5
C -3.048 -7.066 -2.934 0.3 -2.6 -2.3
P -2.670 -4.859 -1.477 -0.9 0.8 0.6
O -1.654 -4.381 -0.519 0.8 0.3 -0.2
N -3.219 -3.804 -2.633 -0.6 -3.0 0.0
C -2.803 -3.836 -3.998 2.3 -1.0 -0.5
C -3.639 -2.556 -2.145 0.8 1.9 -0.2
N -4.059 -5.083 -0.631 -1.2 -1.2 0.2
C -3.932 -5.662 0.703 0.1 -0.2 0.0
C -5.456 -4.994 -1.088 1.0 0.4 0.9
H -0.567 -7.499 -1.964 0.5 0.1 0.3
H -0.266 -5.676 -1.893 0.5 -0.5 0.3
H -0.489 -6.525 -3.409 -0.2 0.1 -0.5
H -3.182 -8.068 -2.449 -0.3 0.7 -0.2
H -2.545 -7.368 -3.971 -1.0 0.9 1.8
H -3.995 -6.598 -3.175 -0.3 0.0 0.2
H -1.764 -3.438 -4.030 -0.6 0.2 -0.7
H -2.751 -4.837 -4.472 0.0 0.1 0.9
H -3.453 -3.338 -4.682 -0.6 1.0 -0.1
H -4.287 -2.149 -2.922 0.3 0.7 -0.1
H -4.309 -2.592 -1.290 0.5 -0.2 0.4
H -2.658 -1.997 -1.978 -1.8 0.3 0.1
H -4.286 -6.730 0.722 0.3 0.8 0.0
H -2.859 -5.593 0.989 -0.9 -0.2 0.0
H -4.560 -5.074 1.401 0.4 -0.3 -0.1
H -5.507 -4.648 -2.099 0.0 0.1 -0.6
H -5.882 -4.246 -0.442 -0.7 0.6 0.2
H -6.073 -5.879 -0.944 0.4 -0.5 -0.1
C 0.337 -0.319 6.085 -0.9 -0.1 -0.2
N 0.158 -1.483 5.283 1.3 -1.3 -0.6
C 1.472 -1.951 4.754 -1.9 -0.4 0.4
P -1.278 -2.213 4.938 0.7 -0.6 -0.5
O -2.433 -1.297 5.136 0.5 -0.4 -0.4
N -0.835 -2.853 3.412 -1.4 -0.3 1.3
C -0.510 -1.940 2.341 0.2 0.3 -0.2
C -1.402 -4.158 2.952 2.0 1.7 -1.8
N -1.476 -3.544 5.951 -0.5 -1.9 0.1
C -2.827 -4.194 5.927 0.4 0.3 1.3
C -0.400 -4.561 6.245 -1.5 0.5 -0.6
H 0.893 -0.585 6.949 0.7 -0.1 1.1
H -0.659 0.003 6.404 0.4 0.7 -0.2
H 0.952 0.353 5.490 -0.4 0.8 0.2
H 1.441 -2.998 4.510 0.0 -0.3 -0.2
H 2.265 -1.786 5.439 0.5 0.2 1.1
H 1.706 -1.396 3.891 0.4 0.7 -1.4
H -0.395 -0.912 2.731 0.4 -0.5 -0.1
H 0.402 -2.326 1.827 -0.6 0.6 0.1
H -1.347 -1.855 1.634 0.3 -0.3 -0.1
H -1.819 -3.975 1.938 0.1 -0.3 0.6
H -0.577 -4.897 2.816 -0.7 0.3 0.3
H -2.158 -4.435 3.612 -1.1 -1.0 0.9
H -3.180 -4.406 6.938 0.6 -0.4 0.4
H -3.566 -3.462 5.693 -0.4 0.5 -1.1
H -2.940 -5.141 5.366 0.4 0.6 -0.1
H -0.565 -5.063 7.217 0.0 0.6 -0.3
H 0.552 -4.073 6.200 0.5 0.1 0.2
H -0.443 -5.352 5.488 0.2 0.0 0.0
C 2.700 -1.195 -0.289 1.6 0.7 -1.9
N 2.872 -1.763 -1.634 0.0 -0.3 0.1
C 1.588 -2.306 -2.145 0.5 -0.2 -0.1
P 4.384 -1.964 -2.366 0.3 -0.2 0.0
O 4.702 -3.221 -3.127 -1.0 1.4 0.6
N 4.652 -0.610 -3.343 0.6 -0.2 1.0
C 4.171 0.744 -3.016 -1.7 -1.3 0.2
C 5.020 -0.761 -4.730 -0.6 -0.5 -0.7
N 5.379 -1.739 -1.010 -0.1 0.4 -1.4
C 6.629 -1.066 -1.176 0.5 1.0 1.3
C 5.326 -2.663 0.058 -1.7 -3.1 -1.7
H 2.541 -1.893 0.458 -0.6 -1.8 1.5
H 1.904 -0.522 -0.311 -1.6 1.1 0.0
H 3.566 -0.636 0.013 0.5 0.3 0.0
H 1.714 -2.619 -3.187 0.0 -0.1 0.2
H 0.800 -1.517 -2.154 0.6 -0.7 0.2
H 1.297 -3.197 -1.522 -0.1 0.8 -0.6
H 3.166 0.792 -3.492 0.6 0.7 0.0
H 3.950 0.901 -1.955 0.4 -0.3 0.0
H 4.814 1.542 -3.354 0.3 0.0 -0.3
H 6.015 -0.412 -5.033 0.1 0.1 0.5
H 4.922 -1.817 -5.036 0.1 0.5 0.2
H 4.294 -0.169 -5.297 0.0 -0.1 -0.3
H 6.988 -0.846 -0.130 0.0 -0.2 -1.0
H 7.417 -1.590 -1.733 -0.2 -0.1 0.0
H 6.422 -0.098 -1.629 0.4 0.1 -0.2
H 5.532 -2.269 0.972 0.9 1.8 2.7
H 5.940 -3.607 -0.008 -0.4 0.8 -0.5
H 4.265 -2.954 0.138 0.5 -0.5 0.0
C -1.806 7.461 2.282 1.1 -0.4 -0.2
C -0.887 6.278 2.075 -0.9 -1.3 0.8
O -0.167 6.254 0.861 -1.4 -0.1 -1.3
C -1.033 6.071 -0.225 0.6 0.2 0.8
C -0.332 6.317 -1.508 0.3 -0.1 0.2
O -2.199 5.796 -0.102 0.5 0.0 0.1
H -1.939 7.452 3.330 -0.7 0.2 1.3
H -2.765 7.445 1.781 0.2 0.1 -0.3
H -1.179 8.321 2.109 -0.3 0.7 -0.5
H -0.180 6.239 2.880 0.9 0.4 0.2
H -1.419 5.327 2.247 -0.1 0.2 -0.6
H 0.604 5.777 -1.534 0.3 -0.1 0.1
H -0.095 7.379 -1.581 -0.2 0.0 -0.2
H -0.957 5.940 -2.297 -0.2 0.2 -0.5
C -0.952 0.009 -0.962 -1.6 -0.7 0.2
C -0.255 1.244 -1.419 0.8 -1.1 -1.6
O 0.259 1.891 -0.274 -0.3 0.0 -0.3
C 0.935 2.967 -0.595 1.4 2.1 0.9
C 1.608 3.522 0.643 0.0 -0.4 1.1
O 0.996 3.514 -1.685 -0.3 -1.1 0.7
H -0.564 -0.468 -0.060 0.7 -0.1 -0.4
H -1.146 -0.676 -1.792 0.7 0.0 0.2
H -1.985 0.205 -0.670 -0.2 0.6 0.2
H 0.659 1.030 -2.083 -1.4 0.1 0.7
H -0.944 1.880 -1.995 0.4 0.0 0.3
H 2.045 4.461 0.384 0.2 0.7 -0.1
H 2.443 2.904 1.080 -0.9 0.2 -0.7
H 0.834 3.674 1.446 0.7 -0.2 -0.8
```
Forces are in eV/Å.

Values from the calculation:
Kohn-Sham gap ... 8.64 eV
Multiplicity ... 1
SMILES ... CN(C)P(=O)(N(C)C)N(C)C.CN(C)P(=O)(N(C)C)N(C)C.CN(C)P(=O)(N(C)C)N(C)C.CN(C)P(=O)(N(C)C)N(C)C.CN(C)P(=O)(N(C)C)N(C)C.CN(C)P(=O)(N(C)C)N(C)C.CCOC(C)=O.CCOC(C)=O